{
  "formula": "C3H11NO4",
  "method": "ωB97M-V/def2-TZVPD",
  "de_lowest_kj_mol": 223.72,
  "multiplicity": 1,
  "total_energy_ha": -476.59245,
  "orbital_gap_ev": 9.8179,
  "species": ["H", "O", "O", "H", "H", "C", "O", "C", "H", "N", "H", "H", "C", "H", "H", "H", "O", "H", "H"],
  "xyz": [[-0.452, -1.531, -0.723], [-0.327, -2.452, 0.195], [-0.446, -0.415, -1.124], [-0.154, -2.117, 1.078], [0.477, -2.901, -0.208], [0.319, 0.542, -0.601], [1.536, 0.422, -0.799], [-0.294, 1.655, 0.204], [-0.064, 2.649, -0.274], [0.621, 1.501, 1.376], [1.511, 1.952, 1.125], [0.225, 1.861, 2.230], [-1.729, 1.400, 0.633], [-1.979, 1.927, 1.533], [-2.425, 1.782, -0.188], [-1.842, 0.341, 0.773], [1.593, -2.492, -1.570], [2.477, -2.129, -1.581], [0.955, -1.994, -2.078]]
}